1.
{"formula": "C16H20Sn", "method": "ωB97M-V/def2-TZVPD", "e_homo_ev": -7.70, "largest_force_ha_per_bohr": 0.00201, "gap_ev": 7.09, "charge": 0, "species": ["Sn", "C", "C", "C", "C", "C", "C", "C", "C", "C", "H", "H", "H", "H", "H", "H", "H", "H", "H", "H", "H", "H", "C", "H", "H", "H", "C", "C", "C", "C", "C", "C", "H", "H", "H", "H", "H"], "xyz": [[0.3205, 0.0676, -1.2594], [-1.8471, -2.8274, 1.6145], [-2.0607, -1.3490, 1.4121], [-1.3615, -0.4219, 2.1773], [-1.5416, 0.9451, 2.0011], [-0.7609, 1.9335, 2.8275], [-2.4397, 1.3787, 1.0320], [-3.1444, 0.4766, 0.2431], [-4.0715, 0.9634, -0.8397], [-2.9513, -0.8838, 0.4504], [-1.6553, -3.0582, 2.6625], [-0.9863, -3.1789, 1.0401], [-2.7155, -3.4006, 1.2904], [-0.6686, -0.7729, 2.9361], [-0.5955, 1.5599, 3.8380], [-1.2791, 2.8897, 2.8953], [0.2200, 2.1181, 2.3824], [-2.6010, 2.4437, 0.8950], [-3.5292, 1.0819, -1.7815], [-4.5059, 1.9305, -0.5864], [-4.8830, 0.2571, -1.0156], [-3.5147, -1.5975, -0.1432], [0.3165, 0.0229, -3.4407], [-0.2597, -0.8429, -3.7795], [1.3169, -0.0226, -3.8693], [-0.1966, 0.9124, -3.8172], [5.2848, -0.0869, -0.6881], [4.5532, -1.2663, -0.7125], [3.1740, -1.2257, -0.8874], [2.4971, -0.0155, -1.0483], [3.2515, 1.1589, -1.0114], [4.6303, 1.1289, -0.8358], [6.3578, -0.1136, -0.5486], [5.0556, -2.2190, -0.5952], [2.6288, -2.1661, -0.8983], [2.7678, 2.1262, -1.1240], [5.1942, 2.0536, -0.8154]]}

***

2.
{"formula": "C16H21Cl2FMoO2", "method": "ωB97M-V/def2-TZVPD", "e_homo_ev": [-8.23, -8.25], "largest_force_ha_per_bohr": 0.08742, "gap_ev": [6.14, 6.20], "charge": 0, "species": ["C", "C", "C", "C", "C", "C", "C", "C", "C", "C", "Mo", "Cl", "Cl", "O", "H", "H", "H", "H", "H", "H", "H", "H", "H", "H", "H", "H", "H", "H", "H", "H", "O", "H", "F", "C", "C", "C", "C", "C", "C", "H", "H", "H", "H"], "xyz": [[-0.4005, 2.3573, -0.2253], [0.0462, 1.7143, -1.4367], [1.3175, 1.0768, -1.1463], [-0.6180, 1.8452, -2.7623], [1.6916, 1.4468, 0.1938], [0.6472, 2.2214, 0.7574], [0.7098, 2.9282, 2.0603], [-1.6205, 3.1902, -0.0649], [2.1783, 0.2719, -2.0517], [2.9822, 1.1362, 0.8574], [-0.5006, 0.0209, 0.0408], [-0.5529, -1.1084, -2.0129], [-2.8745, 0.1650, -0.4242], [1.0061, -1.0485, 0.8242], [-1.6531, 2.1694, -2.6381], [-0.6516, 0.8870, -3.2865], [-0.0668, 2.5483, -3.3995], [1.5766, -0.2867, -2.7737], [2.7447, -0.4631, -1.4671], [2.8833, 0.9139, -2.5940], [3.3922, 0.1740, 0.5379], [2.8626, 1.0825, 1.9446], [3.7230, 1.9135, 0.6205], [1.2761, 2.3548, 2.8030], [-0.2893, 3.1004, 2.4660], [1.2081, 3.9040, 1.9534], [-2.4491, 2.7854, -0.6487], [-1.4451, 4.2289, -0.3748], [-1.9532, 3.1833, 0.9763], [0.8584, -1.4116, 1.7100], [-1.2988, 0.3794, 1.9126], [-0.6935, 0.2433, 2.6625], [-1.7902, -6.4378, 0.5845], [-1.5244, -5.0852, 0.5054], [-0.5497, -4.6653, -0.3995], [-0.1759, -3.3175, -0.3479], [-0.9157, -2.4250, 0.3932], [-1.9479, -2.8104, 1.2133], [-2.2348, -4.2036, 1.3172], [-0.0420, -5.3316, -1.0960], [0.6696, -3.0125, -0.9627], [-2.5233, -2.0676, 1.7726], [-3.0019, -4.5677, 2.0059]]}

***

3.
{"formula": "C16H21Cl8N3O", "method": "ωB97M-V/def2-TZVPD", "e_homo_ev": -8.05, "largest_force_ha_per_bohr": 0.07681, "gap_ev": 8.12, "charge": 0, "de_lowest_kcal_mol": 3.0, "species": ["N", "C", "C", "C", "C", "H", "H", "H", "H", "H", "N", "C", "C", "C", "C", "H", "H", "H", "H", "H", "N", "C", "C", "C", "C", "H", "H", "H", "H", "H", "C", "Cl", "Cl", "Cl", "Cl", "C", "Cl", "Cl", "Cl", "Cl", "C", "C", "O", "H", "H", "H", "H", "H", "H"], "xyz": [[7.5128, -1.9290, -0.7436], [8.7894, -1.3960, -0.8823], [8.9370, -0.3835, 0.0714], [7.7304, -0.2487, 0.7430], [6.8702, -1.1501, 0.2326], [7.1788, -2.7895, -1.1537], [9.4610, -1.7218, -1.6628], [9.8438, 0.1593, 0.2936], [7.6131, 0.5328, 1.4790], [5.8536, -1.3953, 0.5021], [-3.1773, -4.7880, -4.9696], [-3.6148, -5.8609, -4.1672], [-3.8632, -6.9621, -5.0003], [-3.6262, -6.5582, -6.3196], [-3.2854, -5.1848, -6.2933], [-2.9365, -3.8464, -4.6951], [-3.6629, -5.9092, -3.0894], [-4.1676, -7.9554, -4.7053], [-3.7097, -7.2457, -7.1484], [-3.0535, -4.4073, -7.0061], [0.8351, 8.8937, 1.9676], [0.6431, 9.0964, 3.2864], [0.0817, 7.8512, 3.8081], [-0.0066, 7.0198, 2.7110], [0.4097, 7.6409, 1.5021], [1.2723, 9.6226, 1.4219], [1.0743, 9.9159, 3.8421], [-0.1279, 7.6980, 4.8564], [-0.3482, 5.9974, 2.7770], [0.6014, 7.1741, 0.5473], [0.3721, -0.1352, 0.0132], [-0.7323, -1.3831, -0.4326], [1.0532, -0.3482, 1.6368], [1.5375, -0.0215, -1.2782], [-0.7289, 1.2069, 0.1094], [2.6533, 3.5609, 6.2136], [3.6014, 2.3256, 7.0101], [0.9137, 3.1634, 6.4316], [3.1117, 5.2051, 6.7769], [3.0614, 3.3046, 4.5398], [-7.6492, -2.8270, -1.0746], [-6.6941, -3.2484, -0.0014], [-6.9146, -4.5995, 0.3133], [-7.4936, -3.3083, -2.0401], [-7.5192, -1.8038, -1.4272], [-8.6812, -2.7045, -0.7458], [-6.8491, -2.6543, 0.8992], [-5.6930, -2.9525, -0.3151], [-6.4769, -4.6505, 1.1662]]}

***

4.
{"formula": "C16H21ClN2O3", "method": "ωB97M-V/def2-TZVPD", "e_homo_ev": -9.08, "smiles": "COCCCNC(=O)[C@H]1CCC(=O)N1Cc1ccccc1Cl", "largest_force_ha_per_bohr": 0.01011, "gap_ev": 9.89, "charge": 0, "de_lowest_kcal_mol": 16.2, "species": ["C", "O", "C", "C", "C", "N", "C", "O", "C", "C", "C", "C", "O", "N", "C", "C", "C", "C", "C", "C", "C", "Cl", "H", "H", "H", "H", "H", "H", "H", "H", "H", "H", "H", "H", "H", "H", "H", "H", "H", "H", "H", "H", "H"], "xyz": [[4.2231, 0.1907, 0.1505], [2.9914, 0.4980, 0.7495], [2.7582, 1.8888, 0.8232], [1.4336, 2.1506, 1.5336], [0.2198, 1.9296, 0.6321], [0.1366, 0.5679, 0.1703], [0.0505, 0.2369, -1.1258], [0.0232, 1.0412, -2.0357], [0.0243, -1.2773, -1.3963], [1.4482, -1.8605, -1.3227], [1.5297, -2.4558, 0.0814], [0.0824, -2.7250, 0.4611], [-0.3225, -3.4195, 1.3648], [-0.6985, -2.0290, -0.3997], [-2.1421, -2.0681, -0.3817], [-2.7413, -0.6936, -0.2428], [-3.2764, -0.0432, -1.3471], [-3.8068, 1.2297, -1.2429], [-3.8165, 1.8741, -0.0186], [-3.2888, 1.2472, 1.0963], [-2.7495, -0.0233, 0.9779], [-2.0614, -0.7740, 2.3842], [4.3218, -0.8930, 0.1605], [5.0563, 0.6361, 0.7086], [4.2641, 0.5545, -0.8841], [2.7387, 2.3195, -0.1895], [3.5807, 2.3648, 1.3806], [1.3722, 1.4873, 2.3982], [1.4206, 3.1819, 1.8871], [0.2778, 2.5586, -0.2597], [-0.6934, 2.1849, 1.1828], [0.1619, -0.1551, 0.8723], [-0.4246, -1.4145, -2.3868], [2.1988, -1.0931, -1.4966], [1.5685, -2.6399, -2.0761], [2.1114, -3.3746, 0.1307], [1.9548, -1.7444, 0.7922], [-2.5043, -2.5311, -1.3079], [-2.4172, -2.7030, 0.4664], [-3.2723, -0.5446, -2.3035], [-4.2094, 1.7173, -2.1168], [-4.2311, 2.8663, 0.0723], [-3.2925, 1.7368, 2.0578]]}